# C20H19IrN5O4S2

A structure of composition C20H19IrN5O4S2 (wB97M-V/def2-TZVPD, the Open Molecules 2025 dataset).

Charge: +2
2S+1: 2
DFT total energy, hartree: -2248.39424
ΔE to the lowest compared entry with this formula, charge and spin, eV: 2.7401
Largest force on an atom, eV Å⁻¹: 3.784

The geometry in XYZ format:
```
51
Properties=species:S:1:pos:R:3:forces:R:3:mulliken_spin:R:1
Ir -0.55190 -0.60253 0.68879 3.37 1.48 0.87 0.026
N 1.37979 -1.51434 0.31252 -1.65 -0.89 -0.66 -0.002
C 2.08153 -1.60145 1.57102 0.28 0.06 -0.12 -0.002
C 3.43651 -1.68422 1.68441 0.13 -0.08 -0.13 0.000
C 4.02020 -1.90683 2.95200 0.00 -0.02 0.00 0.000
C 3.23999 -2.05498 4.06340 -0.02 0.01 -0.02 0.000
C 1.83312 -1.92474 3.96730 0.03 0.02 0.11 -0.002
C 0.94632 -2.04155 5.06070 -0.01 -0.03 0.04 0.001
C -0.40202 -1.90576 4.86466 0.08 0.03 0.01 0.000
C -0.87539 -1.58483 3.58464 0.10 0.01 0.17 -0.001
N -0.06106 -1.44012 2.55584 -1.76 -0.32 -0.61 -0.005
C 1.27370 -1.65979 2.70772 -0.05 -0.02 0.23 0.002
H 1.18268 -2.44655 -0.05095 0.32 -0.09 -0.01 0.000
H 1.87666 -1.00484 -0.42766 -0.01 0.16 -0.01 0.003
H 4.06278 -1.62025 0.80215 0.00 -0.02 0.02 0.000
H 5.09482 -1.99768 3.02800 -0.01 0.03 -0.02 0.000
H 3.68548 -2.27361 5.02509 -0.01 0.03 0.00 0.000
H 1.34545 -2.24028 6.04778 -0.02 -0.04 -0.01 0.000
H -1.10348 -2.02231 5.67775 -0.01 0.03 -0.01 0.000
H -1.92987 -1.42534 3.40378 0.00 -0.02 -0.05 0.001
C -3.71682 -3.22573 -0.16554 -0.08 0.05 0.01 0.000
O -2.66660 -2.42295 0.47004 -0.28 -0.12 0.07 0.000
C -2.02856 -1.56037 -0.26896 1.40 -0.31 0.70 0.002
O -2.13072 -1.26538 -1.41821 -0.29 0.16 -0.31 0.000
H -3.46590 -4.26378 0.02255 0.03 -0.01 0.00 0.000
H -3.75351 -3.01228 -1.22853 0.03 0.01 -0.02 0.000
H -4.65503 -2.96910 0.31544 0.00 0.03 0.01 0.000
N -1.90196 2.55586 -6.38460 0.04 -0.02 0.11 0.039
C -1.14341 2.28717 -5.30864 -0.03 0.05 -0.10 0.029
C -0.93351 0.95043 -4.89701 -0.01 -0.06 -0.05 0.006
C -0.14769 0.67357 -3.81456 0.01 0.04 0.00 -0.002
C 0.44670 1.73233 -3.11102 0.16 -0.04 0.17 0.043
C 0.25204 3.06668 -3.49981 -0.05 -0.08 -0.04 -0.010
C -0.53471 3.33930 -4.58454 0.02 0.03 0.00 0.022
S 1.42367 1.41217 -1.74822 -0.02 0.29 -0.46 -0.030
O 2.13862 2.58160 -1.33621 -0.07 -0.03 0.09 -0.001
O 2.09451 0.14756 -1.85319 -0.04 -0.14 0.09 0.013
N 0.27306 1.11565 -0.53294 -0.81 -0.14 0.46 0.353
C -0.02089 2.00306 0.39740 0.15 0.24 -0.28 -0.062
S 0.36404 3.69815 0.54094 0.02 -0.14 0.13 0.088
C -0.56380 3.75003 1.96156 0.07 0.04 -0.04 0.245
C -1.08249 2.50748 2.29647 0.02 0.03 0.02 0.079
N -0.77922 1.54326 1.42776 -0.93 -0.24 -0.32 0.156
H -2.31900 1.81736 -6.92350 0.00 0.02 -0.01 -0.002
H -2.04133 3.50080 -6.69721 0.00 -0.02 -0.03 -0.002
H -1.38288 0.14500 -5.46353 0.00 0.01 0.02 -0.001
H 0.03411 -0.34925 -3.51221 -0.04 0.01 -0.01 -0.001
H 0.75261 3.86115 -2.96303 -0.03 0.02 -0.02 0.000
H -0.67215 4.36162 -4.91244 -0.01 -0.01 0.00 -0.001
H -0.69049 4.67456 2.50493 -0.01 -0.03 0.02 0.006
H -1.68399 2.29604 3.16780 -0.01 0.03 -0.01 0.009
```
Forces are in eV/Å.